Record 1
Molecular formula: C22H43BeBr3ClF2N2O8S
Method: DFT, wB97M-V/def2-TZVPD

The geometry in ORCA input format:
```
! RIJCOSX wB97M-V def2-TZVPD def2/J DEFGRID3
* xyz -1 1
C 2.7068 -1.9127 0.5120
C 1.4547 -1.9161 -0.3474
N 1.0058 -0.6110 -0.8906
C -0.3346 -0.1174 -0.4855
N -0.6652 -0.5233 0.9682
O -0.3664 1.3277 -0.7190
C -0.0697 2.1406 0.4553
C 1.4136 1.9609 1.1161
O 1.5082 2.4028 2.5424
C 0.8431 1.4496 3.4405
C 1.6763 0.0741 3.7526
C -1.6149 -0.7506 -1.3574
C -2.2527 0.2615 -2.4547
C -3.4353 1.3264 -1.6459
C -4.7340 0.4820 -0.8778
O -3.4862 1.2269 -0.0958
O -1.2357 -1.9918 -2.0946
C -2.2283 -3.0572 -1.9069
Cl -1.9085 -3.9606 -0.2771
O -2.2474 -4.0904 -2.9530
C -0.9370 -4.7127 -3.1678
C -0.9056 -6.3492 -2.9213
C 0.3260 -6.6500 -1.8397
S 1.6228 -0.1247 -2.4033
C 2.3144 1.6565 -2.4621
O 2.8792 -1.0297 -2.7160
O 0.7037 -0.2518 -3.6373
H 3.1834 -2.8689 0.9862
H 3.2311 -0.8638 0.7349
H 0.9487 -2.9784 -0.4715
H -1.5649 -0.0448 1.2768
H -0.9468 -1.5503 0.9953
H -0.9269 2.0767 1.2843
H -0.1212 3.2764 0.0856
H 1.8578 0.8810 1.0926
H 2.1701 2.6429 0.4990
H 0.7238 2.0078 4.4893
H -0.2387 1.1337 3.1229
H 0.9330 -0.8427 3.5761
H 2.0252 -0.0002 4.8686
H 2.5566 -0.0924 2.9795
H -2.4606 -1.1097 -0.5943
H -2.9187 -0.3246 -3.2182
H -1.5174 0.9643 -3.0223
H -3.7026 2.4156 -2.2129
H -4.6962 -0.1712 0.0716
H -4.4081 -0.4432 -1.5624
H -3.3525 -2.6632 -1.8261
H -0.0544 -4.2680 -2.5441
H -0.6612 -4.5314 -4.3138
H -0.5641 -6.8573 -3.9378
H -1.9346 -6.7994 -2.5929
H 0.6509 -7.7733 -1.8109
H 1.2866 -6.0017 -2.1272
H -0.0478 -6.2174 -0.8151
H 2.8987 1.7223 -3.4976
H 3.0348 1.8309 -1.5548
H 1.3924 2.3796 -2.5012
C -4.0166 3.1492 4.8304
C -3.0335 4.2901 4.8813
C -1.7055 3.5651 4.8599
O -1.9040 2.3549 4.1160
C -3.3124 2.1646 3.9227
H -5.0048 3.4367 4.4624
H -4.1352 2.7165 5.8309
H -3.1361 4.9084 3.9817
H -3.1533 4.9353 5.7553
H -1.3877 3.2878 5.8705
H -0.9121 4.1572 4.3947
H -3.5352 2.3670 2.8694
H -3.5779 1.1269 4.1424
Be -0.6662 -3.0840 2.3001
Br -0.6260 -7.9900 -0.3021
F -4.3661 -0.5639 1.4334
Br 5.6565 4.5221 -2.0545
C 6.7422 3.7021 -3.4525
C 6.2013 2.3448 -3.8396
Br 6.6558 0.9974 -2.5049
H 7.7698 3.6712 -3.0822
H 6.6858 4.3946 -4.2982
H 6.6663 1.9958 -4.7663
H 5.1141 2.3273 -3.9541
F 4.1711 4.0335 -0.3902
*
```

Values from the calculation:
HOMO level = -4.8 eV
E_tot = -10369.4188 Ha

Population analysis type Löwdin, resulting atomic charges in e: atom 1 (C): 0.050, atom 2 (C): -0.178, atom 3 (N): -0.187, atom 4 (C): -0.395, atom 5 (N): 0.083, atom 6 (O): -0.136, atom 7 (C): -0.129, atom 8 (C): -0.140, atom 9 (O): -0.194, atom 10 (C): -0.256, atom 11 (C): -0.101, atom 12 (C): -0.182, atom 13 (C): -0.056, atom 14 (C): -0.144, atom 15 (C): -0.058, atom 16 (O): -0.225, atom 17 (O): -0.161, atom 18 (C): -0.542, atom 19 (Cl): 0.494, atom 20 (O): -0.165, atom 21 (C): -0.204, atom 22 (C): -0.196, atom 23 (C): -0.436, atom 24 (S): 0.783, atom 25 (C): -0.117, atom 26 (O): -0.421, atom 27 (O): -0.380, atom 28 (H): 0.070, atom 29 (H): 0.086, atom 30 (H): 0.091, atom 31 (H): 0.103, atom 32 (H): -0.097, atom 33 (H): 0.132, atom 34 (H): 0.157, atom 35 (H): 0.093, atom 36 (H): 0.123, atom 37 (H): 0.128, atom 38 (H): 0.092, atom 39 (H): 0.033, atom 40 (H): 0.072, atom 41 (H): 0.069, atom 42 (H): 0.137, atom 43 (H): 0.123, atom 44 (H): 0.107, atom 45 (H): 0.154, atom 46 (H): 0.019, atom 47 (H): 0.051, atom 48 (H): 0.166, atom 49 (H): 0.113, atom 50 (H): 0.152, atom 51 (H): 0.121, atom 52 (H): 0.109, atom 53 (H): -0.001, atom 54 (H): 0.154, atom 55 (H): -0.043, atom 56 (H): 0.089, atom 57 (H): 0.077, atom 58 (H): 0.088, atom 59 (C): -0.182, atom 60 (C): -0.186, atom 61 (C): -0.212, atom 62 (O): -0.180, atom 63 (C): -0.189, atom 64 (H): 0.115, atom 65 (H): 0.113, atom 66 (H): 0.117, atom 67 (H): 0.110, atom 68 (H): 0.115, atom 69 (H): 0.121, atom 70 (H): 0.121, atom 71 (H): 0.122, atom 72 (Be): 0.426, atom 73 (Br): 0.569, atom 74 (F): -0.554, atom 75 (Br): 0.790, atom 76 (C): -0.703, atom 77 (C): -0.697, atom 78 (Br): 0.593, atom 79 (H): 0.041, atom 80 (H): 0.046, atom 81 (H): 0.050, atom 82 (H): 0.029, atom 83 (F): -0.753

Record 2
Molecular formula: C22H43BeBrCaCl4NO12S
Method: DFT, wB97M-V/def2-TZVPD

The geometry in ORCA input format:
```
! RIJCOSX wB97M-V def2-TZVPD def2/J DEFGRID3
* xyz 1 1
C -2.2295 -0.6431 6.9154
C -2.3086 -2.1857 7.5265
O -3.4813 -2.7891 7.8188
O -1.0476 -2.9647 7.7236
C -0.9741 -3.7890 6.4782
C 0.4578 -3.5771 5.6732
C 0.2367 -3.8468 4.0508
C 0.1422 -2.4310 3.1885
C -1.3571 -1.7697 3.1537
N -1.3881 -0.2888 2.8263
C -0.2296 0.0883 1.8793
O 0.6998 0.9130 2.4351
O -0.0910 -0.4257 0.5027
H -1.6000 0.0391 7.6339
H -3.3351 -0.2881 6.7670
H -1.6431 -0.7285 5.9048
H -1.8562 -3.4898 5.7318
H -1.0337 -4.9384 6.7591
H 1.1887 -4.4258 6.0522
H 0.9683 -2.5504 5.9161
H -0.7408 -4.4915 3.8468
H 1.2068 -4.3986 3.6271
H 0.4341 -2.7270 2.0752
H 0.9850 -1.7383 3.6112
H -1.9593 -1.9867 4.1530
H -1.9905 -2.3064 2.2959
H -1.2506 0.2300 3.7367
H -0.7116 -1.2021 0.3416
C 3.8213 -5.7717 1.0002
C 3.7537 -5.1086 -0.3373
O 2.3633 -4.9984 -0.5759
C 1.7485 -5.0202 0.6428
O 0.5670 -4.7766 0.8226
O 2.6283 -5.3491 1.6334
H 4.6972 -5.4598 1.5757
H 3.8144 -6.8642 0.9262
H 4.1919 -4.1050 -0.3291
H 4.2359 -5.7006 -1.1201
C 7.6013 -4.4812 -1.6290
Cl 6.5108 -5.8209 -2.0658
Cl 6.6398 -3.0980 -1.0484
Cl 8.7115 -5.0148 -0.3416
Cl 8.5429 -3.9911 -3.0599
Ca 1.1323 -3.2982 -0.8501
Br -2.4705 1.1089 8.4494
O 11.0896 -7.1518 0.3352
S 11.2286 -7.5719 -1.0711
O 11.0592 -6.4023 -1.9525
O 10.1991 -8.5785 -1.3874
O 12.5665 -8.1548 -1.2797
C -0.9256 3.3559 -0.2345
C -1.8755 2.1689 -0.2280
O -3.2018 2.5008 -0.6316
C -3.3505 3.0328 -1.9461
C -2.8716 2.0904 -3.0372
H -1.3033 4.1522 0.4184
H 0.0663 3.0529 0.1165
H -0.8103 3.7805 -1.2335
H -1.9461 1.7821 0.7934
H -1.4877 1.3502 -0.8409
H -2.8532 4.0058 -2.0174
H -4.4207 3.2223 -2.0882
H -1.8053 1.8702 -2.9493
H -3.0437 2.5318 -4.0239
H -3.4082 1.1368 -2.9816
C -4.8368 6.8740 -3.1036
C -4.6007 6.0646 -4.3709
C -3.1702 6.1805 -4.9024
C -2.7377 7.5889 -5.3244
C -3.6089 8.2471 -6.3970
C -3.6069 7.4941 -7.7184
H -4.6976 7.9455 -3.2766
H -5.8644 6.7272 -2.7524
H -4.1577 6.5581 -2.3068
H -5.3208 6.3658 -5.1405
H -4.8057 5.0107 -4.1537
H -3.0530 5.4942 -5.7487
H -2.4743 5.8253 -4.1313
H -1.7043 7.5368 -5.6898
H -2.7122 8.2420 -4.4446
H -3.2331 9.2624 -6.5755
H -4.6388 8.3591 -6.0397
H -2.5909 7.4097 -8.1178
H -4.2171 8.0258 -8.4561
H -4.0209 6.4873 -7.6113
Be 7.5650 -7.4121 0.1827
*
```

Values from the calculation:
HOMO level = -8.2 eV
E_tot = -7326.0259 Ha

Population analysis type Löwdin, resulting atomic charges in e: atom 1 (C): -0.274, atom 2 (C): -0.269, atom 3 (O): 0.002, atom 4 (O): -0.109, atom 5 (C): -0.176, atom 6 (C): -0.153, atom 7 (C): -0.191, atom 8 (C): -0.186, atom 9 (C): -0.200, atom 10 (N): 0.019, atom 11 (C): -0.319, atom 12 (O): -0.019, atom 13 (O): -0.054, atom 14 (H): -0.206, atom 15 (H): 0.074, atom 16 (H): 0.088, atom 17 (H): 0.119, atom 18 (H): 0.153, atom 19 (H): 0.119, atom 20 (H): 0.125, atom 21 (H): 0.132, atom 22 (H): 0.102, atom 23 (H): 0.053, atom 24 (H): 0.131, atom 25 (H): 0.117, atom 26 (H): 0.136, atom 27 (H): 0.128, atom 28 (H): 0.080, atom 29 (C): -0.093, atom 30 (C): -0.151, atom 31 (O): -0.173, atom 32 (C): -0.609, atom 33 (O): 0.032, atom 34 (O): 0.106, atom 35 (H): 0.153, atom 36 (H): 0.152, atom 37 (H): 0.086, atom 38 (H): 0.079, atom 39 (C): -1.947, atom 40 (Cl): 0.486, atom 41 (Cl): 0.542, atom 42 (Cl): 0.522, atom 43 (Cl): 0.598, atom 44 (Ca): 1.518, atom 45 (Br): 0.528, atom 46 (O): -0.274, atom 47 (S): 0.225, atom 48 (O): -0.267, atom 49 (O): -0.244, atom 50 (O): -0.166, atom 51 (C): -0.064, atom 52 (C): -0.287, atom 53 (O): -0.153, atom 54 (C): -0.273, atom 55 (C): -0.078, atom 56 (H): 0.092, atom 57 (H): 0.075, atom 58 (H): 0.068, atom 59 (H): 0.101, atom 60 (H): 0.086, atom 61 (H): 0.099, atom 62 (H): 0.122, atom 63 (H): 0.062, atom 64 (H): 0.076, atom 65 (H): 0.080, atom 66 (C): -0.110, atom 67 (C): -0.272, atom 68 (C): -0.235, atom 69 (C): -0.228, atom 70 (C): -0.272, atom 71 (C): -0.116, atom 72 (H): 0.069, atom 73 (H): 0.074, atom 74 (H): 0.069, atom 75 (H): 0.103, atom 76 (H): 0.090, atom 77 (H): 0.099, atom 78 (H): 0.100, atom 79 (H): 0.110, atom 80 (H): 0.102, atom 81 (H): 0.107, atom 82 (H): 0.100, atom 83 (H): 0.076, atom 84 (H): 0.072, atom 85 (H): 0.065, atom 86 (Be): 0.467